No. 1
This record from OMol25 describes a molecular structure, C25H19AsF3MnN2OPS5 in a non-equilibrium geometry. The level of theory is ωB97M-V with the def2-TZVPD basis set.

For the gap between HOMO and LUMO (alpha / beta), the calculation gives 4.205 / 4.436 eV. The multiplicity is 5. The expectation value of S² is 6.430. As for the charge: -1. The HOMO energy (alpha / beta) is -3.7 / -3.7 eV.

Structure (XYZ):
```
58
Properties=species:S:1:pos:R:3:lowdin_spin:R:1
As -3.68555 2.31777 -1.01307 0.02
Mn -0.54792 1.49957 -0.53564 4.22
S -2.69425 0.54546 -0.00899 -0.26
S -5.26764 1.71734 -2.38105 -0.01
S -0.02245 4.81040 0.16102 0.01
S -1.82071 3.03062 -2.07930 -0.13
S -4.50177 3.80092 0.35899 0.01
P -0.03104 -0.82455 -0.72084 0.01
F -0.23302 6.69911 2.56492 0.00
F 1.83910 6.00407 2.27203 0.00
F 0.98216 6.06763 4.27671 0.00
O 1.65965 2.95281 -1.66428 0.01
N 1.46894 1.63415 -1.19402 0.01
N -0.37883 2.46154 1.38599 0.04
C 2.46073 0.90269 -1.59089 0.02
C 0.03789 3.78629 1.54851 0.01
C 0.03764 -1.89184 1.85205 0.00
C -0.70870 -1.59224 -2.21711 0.00
C -1.47026 -2.82578 -4.64830 0.00
C -0.95079 -0.80705 -3.36375 0.00
C -0.79278 -2.95717 -2.28665 0.00
C -1.96441 -2.39540 0.60431 0.00
C -1.20181 -3.58482 -3.50844 0.00
C 0.69168 5.78513 2.99074 0.00
C -1.56496 -3.48653 2.75007 0.00
C 4.07364 -0.91481 -1.18702 0.00
C 0.07171 3.54766 3.96815 0.00
C -0.56854 1.71382 2.50036 0.01
C -1.31859 -1.44906 -4.57728 0.00
C 2.06642 -2.60643 -0.34980 0.00
C 0.25776 4.34384 2.87800 0.00
C 4.41037 -2.21344 -0.75470 0.00
C -0.72924 -1.76641 0.69426 0.01
C 1.71109 -1.29678 -0.71704 0.00
C 2.71549 -0.43950 -1.17055 0.00
C -0.37480 -2.77438 2.84888 0.00
C -0.33737 2.24210 3.77754 0.00
C -2.33276 -3.30100 1.60231 0.00
C 3.37743 -3.04826 -0.33663 0.00
H -1.48442 -0.86724 -5.46404 0.00
H -1.36619 -4.66242 -3.56092 0.00
H 4.86167 -0.24446 -1.48699 0.00
H -0.57793 1.63037 4.66545 0.00
H 3.24969 1.41389 -2.18679 0.00
H -1.85220 -4.24398 3.46332 0.00
H 0.16743 3.98878 4.98946 0.00
H 0.99751 -1.36394 1.90476 0.00
H 0.99564 3.55004 -1.16322 0.00
H -0.84591 0.29039 -3.27409 0.00
H 0.26112 -2.99561 3.72852 0.00
H 3.54827 -4.07695 -0.04736 0.00
H -0.96695 0.72490 2.28217 0.00
H 1.30215 -3.31168 -0.03175 0.00
H -2.60333 -2.21177 -0.21974 0.00
H -3.21435 -3.94456 1.43708 0.00
H -0.56996 -3.55211 -1.41855 0.00
H -1.71895 -3.28924 -5.59189 0.00
H 5.45323 -2.52189 -0.75494 0.00
```

No. 2
This record from OMol25 describes a molecular structure, C5H4BiO7 in a non-equilibrium geometry. The level of theory is ωB97M-V with the def2-TZVPD basis set.

For the gap between HOMO and LUMO, the calculation gives 7.059 eV. As for the charge: +1. The HOMO energy is -13.4 eV.

Structure (XYZ):
```
17
Properties=species:S:1:pos:R:3:mulliken_charge:R:1
Bi -0.98975 -1.18337 1.63954 1.58
O -1.66377 0.57334 -1.98676 -0.28
O 0.32717 -0.25586 -1.58887 -0.31
O 2.34477 -1.76691 3.60048 -0.44
O -1.39368 -0.83315 -0.29879 -0.58
O 0.92044 0.39376 4.73836 -0.46
O 0.46655 -2.26959 2.50614 -0.64
O -0.61434 0.02873 3.15842 -0.61
C 0.58741 0.85179 -2.52644 -0.23
C -0.94361 -0.31849 -1.31428 0.83
C 1.15656 -1.59563 3.35418 0.61
C -0.83172 1.26542 -2.94134 -0.25
C 0.43980 -0.26769 3.83034 0.65
H 1.18545 0.45203 -3.35029 0.28
H -1.10739 0.92665 -3.94558 0.29
H -1.01751 2.33914 -2.84508 0.29
H 1.13363 1.65983 -2.03004 0.27
```

No. 3
This record from OMol25 describes a single C13H16N4O3 molecule in a non-equilibrium geometry. The level of theory is ωB97M-V with the def2-TZVPD basis set.

For the gap between HOMO and LUMO, the calculation gives 8.490 eV. Its SMILES is Cn1nc([N+](=O)[O-])nc1Oc1ccc(C(C)(C)C)cc1. The HOMO energy is -8.9 eV.

Structure (XYZ):
```
36
Properties=species:S:1:pos:R:3:mulliken_charge:R:1
O 5.41418 -4.30209 0.61268 -0.53
O 5.19285 -2.67201 -0.69035 -0.52
O 0.99968 -0.89037 1.95340 -0.29
N 2.82203 -1.98962 0.75451 -0.42
N 2.83989 -2.09917 2.95123 0.59
N 4.05946 -2.71635 2.58965 -0.77
N 4.90543 -3.24744 0.33040 0.96
C -2.36325 1.67361 -1.82953 2.16
C -3.85849 1.55303 -1.41176 -1.76
C -0.38614 0.11696 -1.41241 -0.75
C 0.37681 -0.56075 -0.44781 -0.51
C 0.28314 -0.30779 0.88098 0.28
C -1.38811 1.47160 0.39351 -0.70
C -0.62457 0.69280 1.27361 -0.53
C -2.11684 1.11886 -3.24722 -2.30
C 2.18162 -1.64151 1.80479 0.49
C 2.31228 -1.88139 4.31967 -0.71
C 3.98393 -2.64784 1.20565 0.11
C -2.18225 3.17541 -1.98607 -1.56
C -1.31968 1.09984 -0.94689 0.44
H -1.21445 1.47883 -3.72935 0.39
H -0.75090 1.14360 2.23561 0.34
H -2.83385 3.57102 -2.76904 0.43
H 3.12486 -2.02010 5.08535 0.28
H -4.48393 1.77819 -2.20158 0.50
H 1.83725 -0.94049 4.35219 0.32
H -4.12755 2.08443 -0.51480 0.37
H -2.17880 0.06774 -3.24709 0.56
H -2.93302 1.41424 -3.88821 0.47
H 0.94809 -1.36140 -0.76624 0.52
H 1.47413 -2.58945 4.51503 0.28
H -3.93382 0.49212 -1.21173 0.43
H -0.38040 -0.30099 -2.37712 0.39
H -2.08735 2.30206 0.63410 0.26
H -1.10020 3.30047 -2.20976 0.40
H -2.49207 3.63396 -1.00540 0.37
```

No. 4
This record from OMol25 describes a gas-phase ion, C8H13N3 (charge +2) in a non-equilibrium geometry. The level of theory is ωB97M-V with the def2-TZVPD basis set.

For the gap between HOMO and LUMO, the calculation gives 6.197 eV. As for the charge: +2. Its SMILES is C[C@H]1/C=N\C/C=C\[NH+]=C=[N+]1C. The HOMO energy is -16.8 eV.

Structure (XYZ):
```
24
Properties=species:S:1:pos:R:3:mulliken_charge:R:1
N -0.35550 0.82798 -0.95622 -0.05
N 0.20705 -1.81950 0.17070 -0.16
N -0.46307 1.24875 1.48959 -0.04
C -0.55406 1.18298 0.22572 0.57
C -1.29826 1.12905 -2.02007 -0.89
C -0.72650 -2.02246 1.18126 -0.57
C 0.84509 -1.31739 -0.74297 -0.27
C 0.86228 0.09295 -1.33681 0.02
C 2.14188 0.78076 -0.85917 -1.35
C -0.84580 -1.06496 2.31145 -0.17
C -0.66996 0.26252 2.45240 -0.36
H 2.23456 0.77485 0.22413 0.42
H -1.57576 0.20904 -2.53884 0.38
H 3.00994 0.27660 -1.27542 0.41
H 2.17029 1.80853 -1.21720 0.41
H -0.47182 -2.99967 1.62972 0.41
H -1.08171 -1.57038 3.24078 0.39
H 1.60985 -1.92634 -1.23482 0.44
H -2.19585 1.60438 -1.62764 0.42
H -0.83205 1.80352 -2.74302 0.38
H -1.71592 -2.19837 0.72582 0.37
H -0.40105 2.19462 1.89172 0.37
H 0.87460 0.03328 -2.42992 0.46
H -0.76823 0.68926 3.43882 0.43
```

No. 5
This record from OMol25 describes a molecular structure, C20H54BF4N4O6Pd in a non-equilibrium geometry. The level of theory is ωB97M-V with the def2-TZVPD basis set.

For the gap between HOMO and LUMO (alpha / beta), the calculation gives 5.228 / 1.691 eV. The multiplicity is 3. The expectation value of S² is 2.006. As for the charge: +1. The HOMO energy (alpha / beta) is -10.3 / -10.3 eV.

Structure (XYZ):
```
90
Properties=species:S:1:pos:R:3:lowdin_spin:R:1
Pd -0.72818 3.11511 3.52630 0.99
F 1.38014 0.80176 -0.20832 0.00
F 0.64952 -0.69795 -1.61604 0.00
F 2.28957 -1.18580 -0.02429 0.00
F 2.86348 0.03260 -1.69279 0.00
O -3.41045 -5.37868 5.20150 0.00
O -2.91328 3.53851 0.82589 0.00
O -4.76050 -1.01796 -7.84250 0.01
O 8.61923 -2.27745 -0.95462 0.00
O 0.87989 7.09229 -1.06360 0.00
O 3.35894 1.68215 5.07828 0.00
N -1.47294 5.91107 0.11860 0.00
N 1.38521 -0.43052 5.11313 0.00
N -3.86757 1.40914 -6.80434 0.66
N -1.64736 -8.04228 3.43186 0.00
C -2.79830 -6.68695 5.12914 0.00
C -3.45081 -6.75309 2.73895 0.00
C -3.84724 1.23450 -8.24148 0.10
C -3.71481 2.30306 0.79490 0.00
C -2.86387 5.94335 0.26285 0.00
C 2.42393 -0.31462 6.12857 0.00
C -2.76812 2.07004 -8.87591 0.02
C -4.55502 -2.37669 -7.61802 0.00
C -1.02089 5.53090 -1.20236 0.00
C -2.32623 -6.75781 3.76960 0.00
C 2.71134 -1.81432 6.53456 0.00
C 9.14027 -2.86901 -2.12034 0.00
C -3.47481 4.60566 0.01224 0.00
C 2.09515 7.62139 -1.47684 0.00
C 10.48777 -2.30844 -2.50554 0.00
C -4.25529 -5.08583 6.31754 0.00
C 4.61801 2.35581 5.08715 0.00
C -3.70676 -0.30598 -8.51998 0.13
C 3.67308 0.38606 5.50390 0.00
C 0.49190 5.82452 -1.55609 0.00
B 1.77851 -0.26521 -0.88764 0.00
H -0.77881 -8.10187 3.94388 0.00
H -1.68113 -5.93547 3.46025 0.00
H -2.75684 1.66822 -9.88908 0.00
H -3.02252 1.03535 -6.39657 0.02
H -3.30295 1.43081 1.30249 0.00
H -3.14992 -6.53131 1.71505 0.00
H -3.97455 -0.43297 -9.56891 0.02
H 10.22164 -1.33110 -2.90814 0.00
H 10.80138 -2.96763 -3.31500 0.00
H -3.50092 -7.51061 5.25564 0.00
H -3.36189 4.28753 -1.02417 0.00
H -3.83402 -2.72313 -8.35845 0.00
H 2.16054 7.62854 -2.56486 0.00
H 7.71468 -1.96081 -1.01060 0.00
H 4.47171 0.21800 6.22643 0.00
H -4.67366 0.88991 -6.48699 0.02
H -2.95438 6.30727 1.28631 0.00
H 0.82404 -1.24541 5.31598 0.00
H 2.16694 8.68259 -1.23850 0.00
H -1.28372 4.50712 -1.46859 0.00
H -1.47558 -8.02596 2.43671 0.00
H -1.97900 -6.84717 5.82998 0.00
H 1.90726 0.13466 6.97669 0.00
H 1.11778 5.00562 -1.20149 0.00
H 11.36533 -2.20206 -1.86782 0.00
H 5.20758 2.27598 6.00046 0.00
H 3.73222 -1.97913 6.87915 0.00
H -4.86635 1.52163 -8.50045 0.01
H -4.01862 -2.51617 -6.67944 0.00
H 0.51492 5.83774 -2.64577 0.00
H 3.02460 7.09319 -1.26417 0.00
H 5.24642 1.86270 4.34551 0.00
H -4.52593 4.82272 0.20235 0.00
H -3.83815 -5.28719 7.30422 0.00
H 4.09727 -0.20465 4.69197 0.00
H -1.12186 6.85691 0.07125 0.00
H 2.52524 -2.51974 5.72471 0.00
H -3.96405 -7.70013 2.57222 0.00
H -3.96179 2.05400 -0.23712 0.00
H -4.12828 -5.92136 2.93225 0.00
H -5.12001 -5.68746 6.03751 0.00
H 8.39028 -2.81381 -2.90938 0.00
H 4.42441 3.41689 4.92980 0.00
H -5.47298 -2.96439 -7.61132 0.00
H -3.00968 3.13079 -8.94342 0.00
H 1.82814 -0.69777 4.24566 0.00
H -3.34098 6.73081 -0.32055 0.00
H 9.24530 -3.92387 -1.86669 0.00
H 2.07933 -2.06645 7.38609 0.00
H -1.56321 6.13128 -1.93280 0.00
H -4.52183 -4.02897 6.30753 0.00
H -1.76419 1.88958 -8.49164 0.00
H -2.69228 -0.63757 -8.29868 0.00
H -4.69055 2.45477 1.25643 0.00
```

No. 6
This record from OMol25 describes 2 unconnected molecules or ions with the total composition C4H7N3O in a non-equilibrium geometry. The level of theory is ωB97M-V with the def2-TZVPD basis set.

For the gap between HOMO and LUMO, the calculation gives 4.840 eV. The HOMO energy is -7.3 eV.

Structure (XYZ):
```
15
Properties=species:S:1:pos:R:3:mulliken_charge:R:1
O 2.59896 0.03201 -0.04972 -0.64
N -2.14265 0.01454 0.11705 -0.48
N 0.07813 1.82745 -0.14473 -0.66
N 0.98194 -1.61578 0.10790 -0.26
C -0.46457 -1.85087 -0.22997 -0.73
C -0.84179 -0.43192 -0.02858 0.22
C 1.27322 -0.28939 0.09017 0.35
C 0.17224 0.41470 0.04751 0.64
H -3.09174 -0.39790 0.51017 0.22
H 0.92432 2.21701 -0.18364 0.16
H 1.86245 -2.01038 -0.45445 0.28
H -0.63918 2.15981 -0.98883 0.25
H -2.29826 1.08240 0.16358 0.22
H 2.42719 1.70304 1.13862 0.10
H -0.84026 -2.85470 -0.09506 0.34
```

Q: What is the formula in the fourth record?
A: C8H13N3